{
  "formula": "C32H76N4O16S4",
  "method": "ωB97M-V/def2-TZVPD",
  "gap_ev": 7.8,
  "total_charge": 0,
  "multiplicity": 1,
  "relative_energy_kj_mol": 679.71,
  "symbols": ["O", "S", "O", "O", "C", "C", "O", "H", "H", "H", "H", "O", "S", "O", "O", "C", "C", "O", "H", "H", "H", "H", "O", "S", "O", "O", "C", "C", "O", "H", "H", "H", "H", "O", "S", "O", "O", "C", "C", "O", "H", "H", "H", "H", "C", "C", "N", "C", "C", "C", "C", "H", "H", "H", "H", "H", "H", "H", "H", "H", "H", "H", "H", "H", "H", "H", "C", "C", "N", "C", "C", "C", "C", "H", "H", "H", "H", "H", "H", "H", "H", "H", "H", "H", "H", "H", "H", "H", "C", "C", "N", "C", "C", "C", "C", "H", "H", "H", "H", "H", "H", "H", "H", "H", "H", "H", "H", "H", "H", "H", "C", "C", "N", "C", "C", "C", "C", "H", "H", "H", "H", "H", "H", "H", "H", "H", "H", "H", "H", "H", "H", "H"],
  "xyz": [[-27.07747, 19.63971, 22.43215], [-26.53680, 19.73711, 21.05400], [-27.42575, 19.97253, 19.89226], [-25.25833, 20.89686, 20.79047], [-24.37594, 20.48154, 19.85462], [-24.62676, 18.97290, 19.65804], [-25.37202, 18.58991, 20.79533], [-24.39469, 21.25496, 19.08679], [-23.37067, 20.50355, 20.27539], [-23.72554, 18.36029, 19.63299], [-25.17274, 18.60545, 18.78914], [-22.95840, 18.40913, 11.81783], [-21.58524, 18.04760, 12.15697], [-21.21168, 17.87915, 13.55233], [-21.01376, 16.74373, 11.20492], [-20.17422, 17.20949, 10.18061], [-20.33884, 18.76460, 10.01690], [-20.47835, 19.08832, 11.38814], [-19.10033, 17.03514, 10.24727], [-20.54587, 16.75335, 9.26305], [-21.27781, 18.90343, 9.48103], [-19.42611, 19.25896, 9.68427], [-28.01325, 18.31804, 12.43023], [-29.11983, 18.04703, 11.49153], [-28.87707, 17.33079, 10.29323], [-30.50142, 17.60461, 12.28262], [-31.45135, 18.64011, 12.41981], [-30.95242, 19.92895, 11.69489], [-29.72512, 19.58126, 11.02804], [-32.34085, 18.16618, 12.00473], [-31.70988, 18.61926, 13.47850], [-30.77934, 20.68580, 12.45996], [-31.73370, 20.24911, 11.00554], [-25.71112, 16.12711, 15.69111], [-25.10790, 15.23550, 14.72004], [-23.84655, 15.60613, 14.18982], [-25.03342, 13.65887, 15.30503], [-25.55880, 12.73772, 14.36811], [-26.61430, 13.58593, 13.67448], [-26.21085, 14.92102, 13.60182], [-24.88623, 12.23436, 13.67357], [-26.01009, 12.09053, 15.12015], [-27.61361, 13.44383, 14.08591], [-26.75059, 13.10251, 12.70709], [-26.52184, 26.20305, 7.66042], [-25.16791, 26.42628, 8.24415], [-25.08674, 26.09054, 9.69186], [-24.10832, 26.86542, 10.44659], [-24.08578, 26.70063, 11.94219], [-25.06300, 24.63570, 9.81305], [-26.08938, 24.28820, 10.90985], [-27.21169, 26.43821, 8.47092], [-26.69739, 25.21574, 7.23323], [-26.75850, 27.02325, 6.98265], [-24.47968, 25.90852, 7.57604], [-25.03438, 27.50332, 8.14290], [-23.12497, 26.55146, 10.09650], [-24.11313, 27.94378, 10.28776], [-23.61561, 27.63511, 12.24844], [-25.08471, 26.68191, 12.37794], [-23.44267, 25.86934, 12.23110], [-24.08028, 24.30512, 10.14932], [-25.17746, 24.01533, 8.92415], [-27.06255, 24.76104, 11.04196], [-25.40660, 24.37438, 11.75513], [-26.33937, 23.23237, 11.01391], [-20.50329, 21.45396, 19.35092], [-20.85457, 20.59380, 18.13834], [-20.41649, 19.21678, 18.22311], [-19.08065, 18.99810, 18.79435], [-18.97514, 17.77480, 19.71841], [-20.78609, 18.32658, 17.08806], [-22.29443, 18.04327, 17.06000], [-21.06566, 22.36422, 19.55893], [-19.47231, 21.79888, 19.42982], [-20.61963, 20.82374, 20.23261], [-21.93973, 20.68923, 18.10066], [-20.59261, 21.09111, 17.20444], [-18.49422, 18.76672, 17.90516], [-18.50219, 19.86171, 19.12247], [-19.08887, 18.13479, 20.74094], [-19.78996, 17.10265, 19.44937], [-18.08156, 17.16214, 19.59894], [-20.35823, 17.32467, 17.12297], [-20.45563, 18.67903, 16.11099], [-22.87900, 18.93540, 16.83533], [-22.65515, 17.71774, 18.03571], [-22.55752, 17.28554, 16.32195], [-29.20343, 24.52739, 13.56670], [-30.52360, 25.10232, 14.22732], [-30.53100, 26.55568, 14.21798], [-29.90566, 27.09663, 15.45072], [-29.69823, 28.68288, 15.55008], [-31.74963, 27.19986, 13.83931], [-32.01858, 26.96959, 12.33921], [-29.24050, 23.45110, 13.73500], [-28.44909, 24.90276, 14.25820], [-29.15894, 24.79276, 12.51043], [-31.27792, 24.81752, 13.49385], [-30.77156, 24.70105, 15.20997], [-30.53911, 26.68366, 16.23576], [-28.97215, 26.57918, 15.67186], [-30.60531, 29.25726, 15.36192], [-29.39944, 28.93317, 16.56801], [-28.89919, 28.94712, 14.85739], [-31.71967, 28.23575, 14.17714], [-32.61284, 26.72253, 14.30313], [-32.30038, 25.92370, 12.21756], [-31.19037, 27.21861, 11.67577], [-32.94029, 27.53294, 12.19361], [-28.17452, 19.69353, 16.60146], [-27.22476, 19.81750, 15.44329], [-26.28783, 20.88550, 15.64101], [-25.09271, 20.69643, 14.84676], [-25.24467, 20.83884, 13.35433], [-26.83983, 22.23414, 15.59953], [-25.85892, 23.37389, 15.63973], [-28.92480, 18.97099, 16.28034], [-28.55578, 20.58585, 17.09797], [-27.67509, 19.09167, 17.36069], [-26.66826, 18.91638, 15.18563], [-27.71783, 20.04614, 14.49846], [-24.83237, 19.65877, 15.05548], [-24.26056, 21.28937, 15.22632], [-25.98171, 20.25939, 12.79837], [-24.25946, 20.87645, 12.88952], [-25.68850, 21.81587, 13.16321], [-27.22934, 22.46583, 14.60822], [-27.58583, 22.27809, 16.39303], [-25.36248, 23.43172, 14.67108], [-26.43371, 24.29518, 15.73424], [-25.20013, 23.15851, 16.48099]],
  "forces_ev_per_angstrom": [[2.0, 0.4, -3.9], [0.8, 1.3, -0.9], [1.8, -1.2, 2.9], [-4.0, 0.5, 3.5], [1.9, -0.6, -0.8], [-0.1, -0.8, -1.6], [-2.3, -0.1, 1.2], [-0.1, -0.9, -1.0], [0.2, 0.4, 0.3], [0.1, 0.4, 0.5], [-0.2, 0.7, -0.3], [2.7, -0.9, 0.3], [0.8, 0.3, -0.6], [-0.4, 0.3, -2.7], [-0.8, 1.5, 1.8], [0.2, 1.0, -2.5], [-0.6, -2.4, 1.3], [-1.8, 0.3, 2.2], [-0.1, -0.6, 0.9], [0.2, -0.3, 0.0], [0.3, 0.8, -0.3], [-0.4, 0.0, -0.3], [-2.8, -1.1, -1.9], [0.6, 3.7, 2.0], [-0.4, -0.4, 0.4], [3.0, -0.5, -1.2], [-1.1, -1.0, 0.0], [0.1, -1.0, 1.1], [-0.2, -1.6, 0.6], [-0.2, 0.6, -0.7], [0.5, 1.1, 0.2], [0.2, 0.2, -0.3], [0.5, 0.1, -0.3], [0.7, -1.6, -1.0], [-0.7, 0.3, 2.1], [-0.1, -0.4, -0.5], [1.4, 2.8, -0.3], [-1.3, 0.6, 1.5], [-1.4, -2.6, -1.3], [0.8, 0.1, 0.0], [0.5, 0.3, 0.3], [-0.2, -0.9, -1.0], [0.1, 0.6, 0.7], [0.2, 0.8, -0.6], [-1.4, 0.5, 0.5], [0.3, 1.0, 0.7], [-0.6, 0.5, -2.4], [0.8, -1.0, -0.8], [0.0, 0.4, 0.1], [-0.7, 0.0, 1.3], [1.2, -1.8, 1.0], [-0.4, -0.6, 0.1], [-0.1, 0.2, 0.0], [0.2, -0.4, -0.7], [0.8, 0.0, 0.3], [0.6, 0.0, 0.2], [0.7, 0.1, -0.1], [-0.9, -0.1, -0.8], [0.2, -0.2, 0.6], [0.1, -0.3, 0.1], [-0.4, -0.1, 0.3], [0.3, -0.1, 0.4], [-0.5, 0.8, -0.6], [0.6, 0.8, -0.5], [-1.0, 0.6, 0.9], [0.1, -0.5, -0.6], [0.9, -0.3, 0.9], [-0.8, 0.9, -0.1], [-0.3, -0.3, 0.9], [1.0, -1.2, -2.3], [-0.7, 0.6, -0.1], [-0.7, 0.1, 0.5], [-0.2, 0.6, 0.0], [-0.5, -0.2, -0.6], [0.2, -0.2, -0.4], [-0.2, -0.1, 0.2], [-0.4, -0.7, -0.1], [0.7, 0.1, -0.3], [0.6, -0.4, -0.3], [-0.9, 0.2, 0.6], [0.0, -0.5, 0.2], [-0.2, 0.0, 0.3], [0.3, 0.5, 0.1], [0.6, 0.2, 0.8], [0.1, 0.6, -0.2], [0.0, 0.1, -0.2], [0.3, -0.3, 0.0], [0.1, 0.0, -0.1], [-1.6, 0.2, 2.4], [0.3, 0.4, -2.4], [2.2, 0.8, 0.7], [-0.9, 0.5, 0.0], [-0.1, -2.0, -0.1], [0.0, -0.9, -0.7], [-0.7, 0.4, 1.0], [0.2, -0.2, -0.4], [0.8, 0.1, -0.9], [0.3, 0.1, 0.3], [-0.5, -0.3, 0.5], [0.2, -0.3, 0.2], [-0.4, 0.6, 0.9], [0.3, 0.2, -0.5], [0.1, -0.1, -0.2], [0.2, -0.1, 0.0], [-0.2, 0.2, 0.0], [-0.1, -0.1, -0.5], [-0.4, 0.0, 0.7], [0.2, 0.0, -0.2], [-0.2, 0.2, 0.1], [0.1, 0.2, -0.9], [0.3, -2.0, 0.3], [-0.2, 1.4, -0.9], [1.7, 1.0, 0.9], [-0.2, -1.4, 0.3], [-0.3, 1.7, -0.7], [-0.3, -0.6, -0.9], [0.2, -0.5, 0.7], [-0.8, 0.5, 0.1], [-0.1, -0.1, -0.5], [0.2, 0.4, 0.4], [-0.1, -0.3, 0.6], [-0.9, -0.1, -0.3], [0.5, -0.1, 0.0], [-0.1, 0.3, -0.1], [0.5, -1.0, 0.4], [-0.1, -0.4, -0.3], [0.3, 0.6, 0.0], [-1.4, -0.6, -0.3], [-0.1, 0.4, -0.3], [0.5, 0.0, 0.3], [0.2, 0.1, 0.4], [0.5, 0.8, -0.1]]
}

=====

{
  "formula": "C27H41BClF4PPdSi4Te",
  "method": "ωB97M-V/def2-TZVPD",
  "gap_ev": [5.8, 5.8],
  "total_charge": 0,
  "multiplicity": 1,
  "relative_energy_kj_mol": 0.00,
  "symbols": ["Pd", "Cl", "C", "C", "C", "C", "C", "C", "P", "C", "C", "C", "C", "C", "C", "C", "C", "C", "C", "C", "C", "H", "H", "H", "H", "H", "H", "H", "H", "H", "H", "H", "H", "H", "H", "C", "Si", "C", "C", "Si", "Te", "Si", "C", "C", "C", "Si", "C", "C", "C", "H", "H", "H", "H", "H", "H", "H", "H", "H", "H", "H", "H", "H", "H", "H", "H", "H", "H", "H", "H", "H", "H", "H", "H", "H", "H", "H", "F", "B", "F", "F", "F"],
  "xyz": [[-0.71498, 0.31452, 1.10584], [1.58479, -1.40611, -1.14743], [0.90523, -2.84560, -0.46097], [1.73540, -3.94976, -0.32881], [1.24240, -5.11713, 0.22790], [-0.08107, -5.18402, 0.64425], [-0.90240, -4.07920, 0.50764], [-0.42389, -2.88644, -0.04039], [-1.47774, -1.40621, -0.08310], [-3.10445, -1.95088, 0.48764], [-3.39560, -1.85068, 1.84610], [-4.61406, -2.29572, 2.33544], [-5.55081, -2.83343, 1.46388], [-5.27121, -2.92392, 0.10554], [-4.05133, -2.48456, -0.38602], [-1.65374, -1.02137, -1.84139], [-1.99058, 0.26614, -2.25126], [-2.16170, 0.53114, -3.60266], [-1.99732, -0.47587, -4.54144], [-1.65554, -1.75891, -4.13528], [-1.48073, -2.03206, -2.78836], [2.76330, -3.88011, -0.65902], [1.89801, -5.97214, 0.33636], [-0.47437, -6.09480, 1.07663], [-1.92982, -4.13850, 0.84203], [-2.65670, -1.41241, 2.51380], [-4.83490, -2.21292, 3.39250], [-6.50674, -3.17548, 1.84113], [-6.00734, -3.33213, -0.57482], [-3.83960, -2.54794, -1.44570], [-2.10353, 1.06384, -1.53026], [-2.41683, 1.53457, -3.91928], [-2.12588, -0.25990, -5.59554], [-1.51854, -2.54508, -4.86688], [-1.19606, -3.02875, -2.47298], [2.33956, -2.50375, 6.35327], [0.46771, -2.27963, 6.29303], [-0.30855, -3.79953, 5.49028], [-0.20643, -2.07992, 8.04372], [-0.01688, -0.36694, 5.00350], [0.91189, -0.88576, 2.70914], [-2.29727, 0.22510, 5.14466], [-2.45544, 1.12598, 6.79660], [-3.32537, -1.35805, 5.27319], [-2.90544, 1.34075, 3.76962], [1.39053, 1.44794, 5.64955], [0.67657, 3.08865, 5.07775], [3.10691, 1.19415, 4.91209], [1.51265, 1.41678, 7.53713], [2.59217, -3.44547, 6.85162], [2.82358, -1.69450, 6.90669], [2.76916, -2.53507, 5.34762], [0.00144, -4.70522, 6.02278], [0.00726, -3.89835, 4.44811], [-1.40202, -3.75476, 5.51653], [0.05451, -2.95003, 8.65435], [-1.29664, -1.99304, 8.04646], [0.20260, -1.19318, 8.53665], [-2.06901, 0.52902, 7.62786], [-3.51171, 1.33408, 7.00177], [-1.92615, 2.08200, 6.78472], [-3.09962, -1.88167, 6.20716], [-3.14398, -2.05824, 4.45202], [-4.39230, -1.11000, 5.28434], [-2.36591, 2.28971, 3.76416], [-3.96872, 1.54828, 3.92881], [-2.79720, 0.91514, 2.77462], [0.50151, 3.09705, 3.99839], [1.38103, 3.89356, 5.31244], [-0.26493, 3.32099, 5.58116], [3.08457, 1.28664, 3.82371], [3.52541, 0.21774, 5.17169], [3.79075, 1.96096, 5.29247], [0.52817, 1.50629, 8.00589], [2.12230, 2.25956, 7.88093], [1.98171, 0.49811, 7.90003], [0.37716, 2.59952, -0.31319], [-0.64425, 3.05262, 0.52177], [-1.82709, 2.24838, 0.22529], [-0.91988, 4.38521, 0.41821], [-0.34201, 2.65875, 1.86939]],
  "forces_ev_per_angstrom": [[0.0, 0.8, 0.1], [-0.1, 0.1, 0.1], [0.1, -0.1, 0.0], [0.0, 0.1, 0.0], [-0.1, 0.0, 0.0], [0.1, -0.1, 0.0], [0.0, 0.1, 0.0], [-0.1, -0.2, 0.1], [0.7, 0.0, 0.5], [0.0, 0.0, 0.0], [0.1, 0.0, 0.1], [-0.1, 0.0, 0.0], [0.0, 0.0, -0.1], [0.0, 0.0, 0.0], [0.0, 0.0, 0.0], [0.0, 0.0, 0.0], [0.0, 0.0, 0.0], [0.0, 0.1, 0.0], [0.0, 0.0, 0.0], [0.0, 0.0, 0.0], [0.0, 0.0, 0.0], [0.0, 0.0, 0.0], [0.0, 0.0, 0.0], [0.0, 0.0, 0.0], [0.0, 0.0, 0.0], [-0.1, -0.1, -0.1], [0.0, 0.0, -0.2], [0.0, 0.0, 0.0], [0.0, 0.0, 0.0], [0.0, 0.0, 0.0], [0.0, 0.0, 0.0], [0.0, 0.0, 0.0], [0.0, 0.0, 0.0], [0.0, 0.0, 0.0], [0.0, 0.0, 0.0], [-0.1, 0.0, 0.0], [0.0, 0.0, -0.2], [0.0, 0.0, 0.1], [0.0, 0.0, 0.0], [0.1, 0.4, 0.0], [-0.6, -0.3, -0.7], [0.2, -0.1, 0.2], [-0.1, 0.0, -0.1], [0.0, 0.0, 0.0], [0.0, 0.0, 0.2], [-0.2, -0.2, 0.1], [0.1, -0.1, 0.0], [0.0, 0.1, 0.1], [0.0, 0.1, -0.1], [0.0, 0.0, 0.0], [0.0, 0.0, -0.1], [0.0, 0.0, 0.0], [0.0, 0.0, 0.0], [0.0, 0.0, 0.0], [0.1, 0.0, 0.0], [0.0, 0.0, 0.0], [0.0, 0.0, 0.0], [0.0, -0.1, -0.1], [0.0, 0.0, -0.1], [0.1, 0.0, 0.0], [0.0, -0.1, 0.0], [0.0, 0.1, 0.0], [0.1, 0.1, 0.3], [0.0, 0.0, 0.0], [0.0, 0.0, 0.0], [0.0, 0.0, 0.0], [0.0, -0.1, -0.1], [0.0, 0.0, 0.1], [0.0, 0.0, 0.0], [0.0, 0.0, 0.0], [0.0, 0.0, 0.1], [0.0, 0.0, 0.0], [0.0, 0.0, 0.0], [0.0, 0.0, 0.0], [0.0, -0.1, 0.0], [0.0, 0.0, 0.0], [-0.2, 0.1, 0.1], [0.0, 0.0, 0.0], [0.1, -0.3, -0.1], [0.1, -0.2, 0.0], [0.1, -0.3, 0.0]]
}